Entry 1:
Here is a 6-piece molecular cluster, C2H18NO5 overall in a non-equilibrium geometry from the Open Molecules 2025 dataset. Energies are from ωB97M-V/def2-TZVPD.

Charge = +1
Spin multiplicity = 1
HOMO level = -14.6 eV
Relative energy (zero: lowest compared OMol25 entry of this formula, charge and spin) = 1.165 eV
Kohn-Sham gap = 11.88 eV
Total energy = -517.70803 Eh

Last column: Löwdin charge in e.
CARTESIAN COORDINATES (ANGSTROEM)
C -2.380809 -0.526642 1.024442  -0.011
N -1.127193 -1.322323 1.103673  -0.039
C -1.021618 -2.576081 0.279891  0.011
H -2.265972 0.521523 1.291348  0.090
H -3.141627 -1.128385 1.543329  0.112
H -2.820353 -0.620855 0.025720  0.103
H -0.407034 -0.769109 0.654199  0.070
H -0.794247 -1.419711 2.060376  0.180
H -1.943081 -2.760848 -0.272910  0.106
H -0.141734 -2.434047 -0.343423  0.088
H -0.754942 -3.453282 0.872595  0.106
H 3.463021 0.533173 -1.590021  0.120
H 2.479279 1.523286 -0.943775  0.064
O 2.622104 0.573424 -1.117508  -0.028
H 0.583304 2.748156 -0.710078  0.000
H 1.487934 3.927865 -1.389573  0.071
O 1.324890 2.989202 -1.273718  -0.040
H 1.212308 0.247305 -1.209194  0.077
H -0.233540 -0.102100 -1.781141  0.090
O 0.202442 -0.089894 -0.915843  -0.142
H 2.979400 -0.655950 1.512861  0.056
H 2.140028 -0.456117 0.336268  -0.005
O 2.037876 -0.562520 1.307131  -0.071
H -1.894375 2.287114 -0.228715  0.063
H -0.603949 1.366229 -0.343866  0.006
O -1.002113 2.160589 0.107931  -0.075

Atomic forces in eV per Å
-1.5653 -1.7228 -0.3997
0.5450 0.4433 -0.3679
0.3205 -0.6885 0.3885
0.1554 -0.3839 0.3794
0.2378 0.7867 0.6914
0.7744 0.3653 -0.2781
0.5194 0.7420 -0.1382
-0.2516 -0.3027 0.1157
0.2342 0.1438 0.0326
-0.4156 0.0724 -0.4216
-0.4832 0.2513 0.3418
-0.1933 -0.2773 -0.2136
-0.1112 0.4881 -0.0795
0.6831 0.4517 -0.0796
-0.5096 1.1510 0.2562
-0.5060 0.0095 0.4382
1.1063 -0.9789 -0.5512
-2.2862 -1.1951 0.7225
-0.1041 -0.2124 0.1580
2.0551 1.1413 -1.5564
-0.2681 -0.0453 0.6389
-0.3252 0.0414 0.7927
0.4611 -0.2522 -0.9293
0.1139 0.0894 -0.2239
-0.7064 0.5197 0.4157
0.5195 -0.6377 -0.1327

Entry 2:
Here is C14H18F4N2O3 in the gas phase in a non-equilibrium geometry from the Open Molecules 2025 dataset. Energies are from ωB97M-V/def2-TZVPD.

Spin multiplicity = 1
HOMO level = -9.4 eV
Structure (SMILES) = CC[C@@H](F)C1=C(C[C@@H](O)C(F)(F)F)C(=O)C(CCN)=C(N)C1=O
Kohn-Sham gap = 7.93 eV
Total energy = -1278.96658 Eh

Last column: Löwdin charge in e.
CARTESIAN COORDINATES (ANGSTROEM)
C 0.148900 2.626603 -2.246553  -0.069
C -0.089397 1.591436 -3.338533  -0.177
C -0.655059 0.275880 -2.842321  -0.274
F -0.452768 -0.691076 -3.838013  0.003
C -0.032483 -0.257415 -1.582034  -0.034
C -0.719242 -0.747973 -0.534150  -0.037
C -2.218100 -0.766865 -0.443960  -0.063
C -2.825789 0.611484 -0.227807  -0.259
O -4.188917 0.651378 -0.599088  0.023
C -2.703135 1.074437 1.239410  -0.508
F -3.727172 1.885255 1.603386  0.144
F -1.540307 1.784043 1.386963  0.119
F -2.655453 0.043720 2.119080  0.138
C -0.003880 -1.371648 0.639459  -0.271
O -0.622851 -2.164963 1.321385  0.115
C 1.397809 -0.990479 0.879910  -0.076
C 2.101819 -1.172909 2.204143  -0.125
C 1.324456 -1.818952 3.365248  -0.258
N 1.857291 -1.412493 4.690498  -0.014
C 2.081796 -0.490041 -0.173607  -0.188
N 3.436602 -0.143774 -0.081902  0.132
C 1.450104 -0.300641 -1.510726  -0.271
O 2.157981 -0.167453 -2.487646  0.131
H 0.463249 3.552918 -2.718610  0.078
H 0.952610 2.347261 -1.576374  0.073
H -0.751804 2.857202 -1.685890  0.070
H 0.845493 1.373567 -3.838950  0.110
H -0.764997 1.994907 -4.084954  0.117
H -1.730869 0.335418 -2.740904  0.138
H -2.622904 -1.180461 -1.365366  0.138
H -2.538230 -1.424152 0.354169  0.123
H -2.313908 1.372610 -0.806639  0.134
H -4.442527 -0.197935 -0.955959  0.095
H 2.974974 -1.798438 2.018414  0.113
H 2.486286 -0.207062 2.520760  0.120
H 1.441411 -2.893352 3.309841  0.109
H 0.283387 -1.545801 3.362093  0.097
H 2.869823 -1.384323 4.653183  0.055
H 1.589645 -0.444768 4.829524  0.059
H 3.972519 -0.964871 0.173798  0.103
H 3.763637 0.159725 -0.991277  0.087

Atomic forces in eV per Å
-0.0554 0.2134 -0.4471
0.0888 0.0794 0.1803
0.2050 -0.2549 -0.2027
-0.0231 -0.0665 -0.0967
-0.1230 -0.2848 0.5636
0.1396 0.2669 -0.3315
0.0897 -0.0319 -0.2463
-0.6137 0.1531 0.1074
0.1069 0.1323 0.2056
-0.0229 0.4124 0.4464
0.9281 -0.6090 -0.2147
-0.6712 -0.5191 0.0301
-0.1109 0.6986 -0.3673
-0.0721 -0.0556 -0.0117
0.2265 0.1018 -0.0400
0.1964 0.1701 -0.2623
-0.4772 -0.5807 -0.1945
0.8695 0.4776 0.6896
-0.1233 0.1704 -0.5450
0.1293 0.1034 0.6482
-0.4514 -0.5003 -0.4207
-0.0251 0.0413 -0.1460
-0.0448 0.1289 0.0804
0.0293 0.1721 -0.0330
0.0304 -0.1651 0.2910
-0.0951 -0.0572 0.2287
0.1871 -0.0797 -0.0913
-0.1769 0.0261 -0.1457
-0.2857 0.1184 0.2170
-0.0576 0.0941 -0.2357
0.0822 -0.1670 0.1466
0.2426 0.1371 -0.1035
-0.1271 -0.2887 -0.0493
0.2982 -0.0130 0.0758
0.0344 0.2841 -0.0351
-0.3947 -0.2527 -0.1476
-0.3018 -0.1337 -0.0912
0.1272 -0.1988 0.0815
-0.0564 0.0624 0.2004
0.2598 0.1874 0.3746
0.0384 0.0270 -0.1082

Entry 3:
Here is C14H19BrOTi as an isolated structure in a non-equilibrium geometry from the Open Molecules 2025 dataset. Energies are from ωB97M-V/def2-TZVPD.

Charge = -1
Spin multiplicity = 2
HOMO level (spin up / spin down) = -2.2 / -2.2 eV
Kohn-Sham gap (spin up / spin down) = 4.39 / 4.36 eV
Total energy = -4043.56805 Eh

Last column: Mulliken spin population.
CARTESIAN COORDINATES (ANGSTROEM)
C 1.629945 -1.343228 0.878216  -0.115
C 1.619596 -0.127233 1.598153  0.092
C 0.370821 -0.067562 2.313497  -0.118
H 2.401190 0.618254 1.656950  0.017
C -0.428655 -1.216097 1.938050  0.040
C 0.354318 -2.001090 1.063001  0.035
H 0.054779 -2.936902 0.617888  0.025
H 2.455902 -1.726506 0.294727  -0.003
H 0.070910 0.720852 2.984757  -0.001
H -1.446627 -1.390243 2.263557  0.027
Ti 0.019720 -0.033332 0.086842  1.035
Br 0.992257 -0.177884 -2.042697  -0.008
C 0.111712 -1.990220 -5.302856  0.000
C -0.125974 -3.287293 -4.756719  0.000
C 1.133574 -3.845368 -4.381008  0.000
H -1.095001 -3.768016 -4.649747  0.000
C 2.149521 -2.893334 -4.695966  0.000
C 1.518038 -1.745980 -5.264626  0.000
H 2.020487 -0.848986 -5.615800  0.000
H -0.643808 -1.309770 -5.686250  0.000
H 1.291816 -4.825589 -3.937825  0.000
H 3.217183 -3.020816 -4.535653  0.000
C -2.066351 1.716512 3.346243  0.003
C -1.105049 2.356400 2.307169  -0.011
C -1.862458 3.282692 1.443410  -0.004
C 0.090525 3.104672 2.950725  0.003
O -0.649145 1.376996 1.239670  -0.015
H -2.498690 2.543677 3.932480  0.000
H -1.646528 1.023290 4.078596  0.000
H -2.896233 1.207005 2.840661  -0.002
H -2.265277 4.081502 2.058493  0.001
H -1.220491 3.717250 0.678165  -0.001
H -2.686453 2.771006 0.947151  -0.001
H 0.735397 2.552975 3.638379  0.000
H 0.730024 3.545429 2.174732  -0.001
H -0.330974 3.936935 3.537638  0.000

Atomic forces in eV per Å
-0.6709 -1.4930 0.2288
-0.6911 -0.5998 1.2836
0.8019 -1.9847 0.4652
-0.0669 -0.1298 -0.1058
1.1874 0.7390 0.9419
1.4866 -0.2032 0.0289
0.0825 0.0348 -0.1147
-0.2786 0.1148 -0.1327
0.5260 -0.8575 0.1602
0.1563 -0.0521 -0.0935
-0.8024 2.3989 1.5220
-0.0157 0.2071 -0.7328
0.6619 -0.5566 0.2811
0.7686 0.4068 -0.0619
-0.1188 0.7833 -0.3160
0.1070 0.0541 -0.0097
-0.8662 0.1375 -0.1499
-0.4290 -0.8170 0.2137
-0.0567 -0.0829 0.0599
0.0782 -0.0675 0.0580
-0.0205 0.1185 -0.0526
-0.1304 0.0174 -0.0071
-0.0558 0.3860 -0.1253
1.1666 -2.1319 -1.5215
-0.8109 1.2214 -0.2337
-0.3438 0.2957 -0.0773
-1.7126 2.3978 -0.9334
0.0729 -0.1909 -0.1748
0.2922 0.0435 -0.2521
0.2506 0.1163 -0.0241
-0.2775 0.4176 0.0135
0.0162 -0.0349 0.0490
0.0321 -0.0217 0.0472
-0.2228 -0.2949 -0.1541
-0.2216 -0.2006 0.0767
0.1053 -0.1718 -0.1566

Entry 4:
Here is a 2-piece molecular cluster, C7H11N2O2S overall in a non-equilibrium geometry from the Open Molecules 2025 dataset. Energies are from ωB97M-V/def2-TZVPD.

Charge = +1
Spin multiplicity = 1
HOMO level = -11.5 eV
Relative energy (zero: lowest compared OMol25 entry of this formula, charge and spin) = 2.618 eV
Kohn-Sham gap = 7.78 eV
Total energy = -931.13606 Eh

Last column: Löwdin charge in e.
CARTESIAN COORDINATES (ANGSTROEM)
C 2.070484 1.204550 -0.295719  0.111
C 1.805896 -0.216498 -0.211809  -0.482
C -2.609205 -0.842433 0.703267  -0.148
C -4.014160 -0.413707 0.229406  -0.323
C 2.995608 3.338513 0.474585  0.086
C -2.157254 0.966389 -0.673395  -0.431
C 2.766060 -2.419338 -0.646648  0.025
N 2.484418 2.189223 0.228139  0.013
N -1.616963 0.100135 0.118128  0.014
O 0.759931 -0.725246 0.151396  0.052
O 2.804271 -0.965876 -0.621898  -0.012
S -3.787277 1.244207 -0.544322  1.059
H -2.567300 -0.782781 1.742862  0.103
H -2.517266 -1.908856 0.433447  0.145
H -4.239555 -1.002587 -0.535261  0.027
H -4.733128 -0.344901 1.047605  0.104
H 3.947924 3.348010 0.170617  0.059
H 2.356387 3.890304 1.054619  0.068
H -1.429901 1.561464 -1.287525  0.139
H 3.225847 -2.865646 -1.452425  0.067
H 1.727059 -2.704881 -0.715054  0.086
H 3.272976 -2.642361 0.354095  0.140
H -0.544860 -0.007687 0.275890  0.100

Atomic forces in eV per Å
-0.8863 -1.6568 -0.7641
1.4181 -0.3035 0.3077
-0.5124 0.1229 -0.5735
1.8259 2.9363 2.8514
-2.6758 -3.0992 0.1537
2.7681 0.8808 0.2022
-1.1960 1.2198 3.9400
0.1837 0.2519 -0.4613
-0.6957 -1.2182 -0.3977
-0.9471 0.2626 0.4893
1.2866 0.8467 -1.2912
-1.3406 -0.0898 -0.5525
0.3543 0.0971 1.8261
0.7706 0.6514 -0.1706
-1.8004 -2.5388 -2.9771
-0.0055 -0.1980 -0.3875
3.5529 1.2779 -0.7236
-0.5927 2.1657 1.3176
-1.1074 -0.1561 0.6564
1.6271 -0.1109 -1.8534
-0.2526 -0.3367 0.5615
-0.9356 -0.5083 -1.5666
-0.8392 -0.4970 -0.5868